(1)
The following is a DFT calculation (ωB97M-V with the def2-TZVPD basis set) of a structure of composition C3H15AlN6O6.

The geometry in XYZ format:
```
31
Properties=species:S:1:pos:R:3:forces:R:3
Al 0.25408 -18.30722 -37.04607 0.00 0.00 0.20
O 0.83856 -23.05239 -37.62836 0.25 0.19 0.46
H 1.38361 -23.34581 -36.87248 -0.26 0.11 -0.37
O -1.36294 -15.63636 -33.20876 -0.33 -0.25 -0.13
H -2.33229 -15.73907 -33.14281 0.43 0.08 0.00
O 2.88200 -19.24038 -32.84184 0.03 -0.08 0.21
H 3.19013 -19.49136 -31.94932 -0.16 0.11 -0.39
C 5.66207 -14.44371 -36.58911 -3.49 -1.26 -1.29
O 4.50418 -14.51722 -37.02789 0.93 0.49 0.04
N 6.01580 -15.19805 -35.54281 1.48 -0.42 1.57
N 6.63735 -13.73346 -37.15798 2.08 1.07 -0.21
H 5.36352 -15.77863 -35.03533 -0.05 0.44 -0.34
H 6.93268 -15.05690 -35.14344 -0.29 -0.30 0.15
H 7.55917 -13.82448 -36.75540 -0.11 0.12 -0.28
H 6.62008 -13.37343 -38.10148 -0.59 -0.20 0.37
C -6.01902 -16.29679 -37.00726 3.76 -1.33 -2.16
O -5.13169 -16.78452 -37.71516 -0.75 -0.09 -0.57
N -6.94172 -15.45743 -37.42082 -2.17 1.77 -1.33
N -6.00294 -16.48930 -35.71831 -1.05 0.13 2.83
H -6.97243 -15.19159 -38.39472 0.05 -0.06 0.37
H -7.57058 -15.02107 -36.76186 0.03 -0.05 -0.52
H -6.69215 -15.89371 -35.28201 0.51 -0.90 1.31
H -5.42746 -17.21080 -35.30798 -0.33 0.49 0.09
C -1.35467 -11.84158 -39.16951 -0.24 -3.94 -1.07
O -1.27384 -13.06427 -39.10854 -0.14 -0.14 0.10
N -2.21622 -11.20913 -39.94468 -2.46 0.87 -1.60
N -0.56259 -11.02099 -38.57661 2.75 3.23 2.40
H -2.10301 -10.22074 -40.11896 -0.42 -0.45 -0.27
H -2.92163 -11.77101 -40.39940 0.16 0.43 -0.01
H -0.88980 -10.06553 -38.56611 0.85 -0.08 0.41
H 0.31837 -11.29247 -38.16392 -0.48 0.01 0.05
```
Positions in Å, forces in eV/Å.

Properties
2S+1 = 1
frontier orbital gap = 1.87 eV
E_tot = -1145.2817 a.u.
ΔE to the lowest compared entry with this formula, charge and spin = 9.0091 eV
M = 258.17 g mol⁻¹
E_LUMO = -5.6 eV

natural (NBO) atomic charge list, values in e, 8 entries: Al 1.00; O -0.79; H 0.41; O -0.73; H 0.40; O -0.70; H 0.41; C 0.76

---

(2)
The following is a DFT calculation (ωB97M-V with the def2-TZVPD basis set) of a cluster of 3 separate species, C3H15N2O2 in total.

The geometry in XYZ format:
```
22
Properties=species:S:1:pos:R:3:forces:R:3
C -0.24206 1.06652 -1.54818 0.97 2.54 0.24
N 0.27785 2.28684 -0.83013 -5.38 1.86 0.53
C 0.78820 0.12034 -1.03219 -1.85 -3.26 -0.61
N 0.62255 0.09346 0.49730 -1.68 -0.06 0.85
C 1.87386 0.24356 1.19548 4.80 -1.59 0.21
H -1.20675 0.80905 -1.22773 -1.32 -0.48 1.17
H -0.48053 1.29502 -2.59940 1.24 -0.77 -0.09
H -0.49592 3.10797 -0.87841 2.58 -2.35 0.10
H 1.03722 2.56787 -1.36114 1.79 1.19 -1.11
H 0.61764 -0.94335 -1.46330 0.48 1.55 1.10
H 1.78675 0.41869 -1.16392 1.14 0.48 -0.63
H 0.22167 -0.83566 0.77397 -0.03 1.19 -0.22
H 0.04102 0.92027 0.85430 0.30 -1.39 -1.17
H 1.94153 0.05060 2.30086 -0.96 -0.92 -1.15
H 2.66280 -0.43585 0.56834 -1.67 1.56 2.06
H 2.30556 1.24276 1.26929 -0.59 0.35 -1.21
H -0.59479 -3.68436 -2.03680 0.19 -0.10 -0.05
H -2.02637 -3.52284 -1.59380 0.22 0.17 0.20
O -1.12859 -3.22008 -1.38745 -0.32 0.04 -0.13
H -2.36465 -1.16749 3.63881 -0.28 1.87 -0.98
H -3.26105 -0.13366 2.86339 -0.95 -0.04 -0.13
O -2.37596 -0.27964 3.16071 1.32 -1.83 1.01
```
Positions in Å, forces in eV/Å.

Properties
2S+1 = 1
frontier orbital gap = 11.46 eV
E_tot = -382.9934 a.u.
ΔE to the lowest compared entry with this formula, charge and spin = 2.2437 eV
M = 111.16 g mol⁻¹
charge = +1
E_LUMO = -2.7 eV

natural (NBO) atomic charge list, values in e, 8 entries: C -0.27; N -0.87; C -0.21; N -0.53; C -0.46; H 0.21; H 0.24; H 0.39

---

(3)
The following is a DFT calculation (ωB97M-V with the def2-TZVPD basis set) of a cluster of 3 separate species, C3H15N2O2 in total.

The geometry in XYZ format:
```
22
Properties=species:S:1:pos:R:3:forces:R:3
N -0.89138 0.14147 -0.07047 1.38 -3.37 1.56
C 0.11448 -0.80091 0.77099 -1.99 -0.24 1.83
C 1.13718 0.02135 1.51765 -0.93 1.51 0.50
N 1.37025 1.21002 0.53361 7.22 -2.96 2.44
C 2.02024 2.35598 1.26409 -3.99 0.05 0.63
H -0.77166 -0.30288 -0.97534 -0.95 0.00 -0.53
H -1.86621 -0.03421 0.28246 0.72 0.98 -0.87
H -0.52152 1.07274 -0.17754 -0.84 0.74 0.33
H -0.51658 -1.43393 1.50682 0.99 1.03 -1.39
H 0.60762 -1.43919 0.08046 0.11 -0.61 -0.81
H 0.74611 0.51361 2.42387 -0.27 -0.27 -0.35
H 2.06149 -0.55616 1.98806 -1.17 1.18 -1.87
H 2.05598 0.78295 -0.22508 -2.17 1.50 0.47
H 1.13727 2.66955 1.95158 2.04 -0.51 -0.15
H 2.01476 3.16533 0.59606 1.03 1.16 -1.10
H 3.01096 2.11511 1.76089 -1.02 -0.14 -0.51
H -2.20171 -0.15112 -2.43606 -0.42 0.04 0.49
H -3.58719 -0.49138 -2.23960 -1.76 -0.51 -0.39
O -2.87151 -0.18397 -1.71577 1.97 0.36 -0.40
H -0.28666 -3.13045 -2.40872 -1.47 0.64 -1.12
H -1.59554 -2.83636 -1.79685 -1.10 -0.22 0.50
O -1.16636 -2.68757 -2.63111 2.60 -0.33 0.76
```
Positions in Å, forces in eV/Å.

Properties
<S²> = 0.75
2S+1 = 2
frontier orbital gap (spin up / spin down) = 10.41 / 4.44 eV
E_tot = -382.4819 a.u.
ΔE to the lowest compared entry with this formula, charge and spin = 2.4113 eV
M = 111.16 g mol⁻¹
charge = +2
E_LUMO (spin up / spin down) = -7.6 / -13.6 eV

natural (NBO) atomic charge list, values in e, 8 entries: N -0.69; C -0.25; C -0.31; N -0.16; C -0.48; H 0.46; H 0.51; H 0.43

---

(4)
The following is a DFT calculation (ωB97M-V with the def2-TZVPD basis set) of a cluster of 4 separate species, C3H15N2O3 in total.

The geometry in XYZ format:
```
23
Properties=species:S:1:pos:R:3:forces:R:3
C 0.75596 -1.94996 3.21167 0.36 -0.69 0.90
C 0.40291 -2.10623 1.70549 1.56 0.91 -1.51
N -1.45219 0.72575 0.07478 -3.45 -0.97 1.15
C -1.23364 -0.46113 0.68250 1.13 3.52 -0.63
N -0.00657 -0.86294 0.89404 0.18 -2.07 1.80
H -0.02208 -2.45180 3.81569 0.00 0.87 -0.11
H 1.63026 -2.65390 3.43881 -0.86 1.28 -0.57
H 1.01383 -0.89929 3.62711 -0.59 -1.77 -1.04
H 1.34514 -2.42325 1.20008 -0.64 0.37 0.20
H -0.28796 -2.86096 1.36540 -0.52 -0.38 0.82
H -0.74767 1.39777 -0.31987 -0.74 -0.61 -0.01
H -2.53726 0.95753 0.09842 3.49 -0.07 -0.59
H -2.14758 -0.90211 1.05571 0.42 -0.88 0.09
H 0.80596 -0.30173 0.68534 -0.28 0.62 -0.43
H 2.11842 1.83954 -1.81407 0.01 -0.26 0.45
H 2.99755 2.58054 -0.80957 -0.78 -1.72 0.02
O 2.48700 1.72077 -0.92146 0.85 1.83 -0.24
H -0.75737 -0.57745 -1.92091 1.25 0.08 1.53
H -1.66437 -1.04046 -2.85645 -2.16 -2.25 -1.36
O -1.13563 -0.30618 -2.72927 0.99 2.19 -0.43
H 0.00665 3.25258 -1.70212 0.32 2.48 -0.81
H -0.42753 1.95262 -2.66103 0.20 1.29 0.71
O -0.18463 2.35973 -1.79705 -0.74 -3.79 0.07
```
Positions in Å, forces in eV/Å.

Properties
2S+1 = 1
frontier orbital gap = 11.12 eV
E_tot = -458.2658 a.u.
ΔE to the lowest compared entry with this formula, charge and spin = 1.7890 eV
M = 127.16 g mol⁻¹
charge = +1
E_LUMO = -3.3 eV

natural (NBO) atomic charge list, values in e, 8 entries: C -0.66; C -0.22; N -0.75; C 0.36; N -0.53; H 0.24; H 0.25; H 0.25

---

(5)
The following is a DFT calculation (ωB97M-V with the def2-TZVPD basis set) of a cluster of 3 separate species, C3H15N5 in total.

The geometry in XYZ format:
```
23
Properties=species:S:1:pos:R:3:forces:R:3
C -0.55190 1.06757 -1.10700 0.03 -0.43 0.53
C -0.18677 1.30852 1.35399 -0.11 -0.18 -0.35
C -2.28559 -1.70138 -0.46028 0.10 -0.17 -0.32
N -0.15776 0.50187 0.16226 -0.70 -1.74 0.36
N -1.97602 -0.90512 0.70210 -0.82 -0.51 0.30
H -2.65938 -0.14651 0.74737 0.13 0.06 0.01
H 0.15973 1.83447 -1.42441 -0.04 0.04 0.00
H -1.56193 1.48311 -1.04172 -0.04 0.20 -0.10
H -0.57418 0.28556 -1.86570 0.07 0.00 -0.01
H -0.44073 0.67932 2.20632 0.03 0.02 0.03
H -0.94777 2.08625 1.26228 -0.08 0.09 0.05
H 0.79026 1.77695 1.52960 -0.15 0.02 0.03
H -2.53680 -1.13555 -1.37385 0.05 0.00 0.16
H -3.14406 -2.37035 -0.27641 0.09 0.15 0.10
H -1.43941 -2.36356 -0.69333 -0.11 0.11 0.02
N 2.00053 0.35527 -0.32381 2.04 -0.25 -0.58
N 1.96942 -1.02688 -0.60596 -0.09 -0.13 -0.06
N 2.68593 0.54788 0.85193 -0.12 -0.17 0.13
H -0.10652 -0.55285 0.28900 -0.11 2.47 -0.32
H 2.87294 -1.49074 -0.48631 -0.05 0.35 0.11
H 1.71867 -1.13075 -1.58344 -0.09 0.07 0.07
H 2.90703 -0.28950 1.38406 0.05 0.04 -0.12
H 3.46430 1.18643 0.75330 -0.10 -0.05 -0.04
```
Positions in Å, forces in eV/Å.

Properties
2S+1 = 1
frontier orbital gap (spin up / spin down) = 8.23 / 7.00 eV
E_tot = -396.8408 a.u.
ΔE to the lowest compared entry with this formula, charge and spin = 4.6048 eV
M = 121.19 g mol⁻¹
E_LUMO (spin up / spin down) = 1.0 / 0.7 eV

natural (NBO) atomic charge list, values in e, 8 entries: C -0.41; C -0.42; C -0.48; N -0.54; N -0.58; H 0.31; H 0.20; H 0.18

---

Which of these has the lowest E_tot? C3H15AlN6O6

---

Look up the ΔE to the lowest compared entry with this formula, charge and spin of the second one. 2.2437 eV